Density functional theory data (ωB97M-V/def2-TZVPD) for 3 unconnected molecules or ions with the total composition C5H8N2O5.

Each line ends with the natural charge from an NBO analysis.
Cartesian coordinates (Å):
C  0.0196  -1.0281  0.7166  0.2382
C  -2.8302  2.8637  0.3124  1.0411
C  -0.0453  -1.4181  -1.4688  -0.1257
C  -0.5428  0.2288  0.1323  0.0062
C  0.2370  0.0947  -1.3348  0.0671
N  2.3243  -1.3416  2.0779  -0.3607
N  2.0051  -0.7551  1.1047  -0.2235
O  -2.8371  3.6508  1.1341  -0.4973
O  -2.8790  2.1397  -0.5966  -0.5430
O  -0.0841  -1.9896  -0.1589  -0.4694
O  -0.3994  1.3617  0.8772  -0.7123
O  1.5564  0.3986  -1.3726  -0.7196
H  0.8574  -1.6907  -2.1155  0.1981
H  -0.9303  -1.7407  -1.8340  0.1921
H  -1.6381  0.1570  -0.1800  0.2098
H  -0.2579  0.6247  -2.0954  0.1913
H  3.2371  -1.4622  2.4935  0.3366
H  -0.2759  -1.3292  1.6894  0.1857
H  0.4283  1.4387  1.3310  0.4896
H  2.0549  -0.2031  -0.7125  0.4960

Calculated values
Energy relative to the best compared isomer or geometry (same formula, charge and spin) ... 48.7 kcal per mole
Charge ... 0
Highest occupied orbital energy ... -7.55 eV

---

Density functional theory data (ωB97M-V/def2-TZVPD) for C3H5NO2 in the gas phase.

Each line ends with the natural charge from an NBO analysis.
Cartesian coordinates (Å):
N  -2.5041  0.0079  0.8911  -0.3024
C  -1.4352  0.4452  0.8277  0.2311
C  -0.0502  0.9622  0.7099  -0.1711
O  0.4837  0.7695  -0.5685  -0.5046
C  0.9361  -0.5432  -0.8296  0.2264
O  -0.0621  -1.4540  -1.1562  -0.7181
H  -0.8397  -1.3608  -0.5969  0.4858
H  -0.0720  2.0374  0.9014  0.2385
H  0.5647  0.4861  1.4895  0.2119
H  1.5597  -0.4631  -1.7198  0.1768
H  1.5520  -0.8815  0.0244  0.1258

Calculated values
Energy relative to the best compared isomer or geometry (same formula, charge and spin) ... 41.1 kcal per mole
Charge ... 0
Highest occupied orbital energy ... -11.07 eV
SMILES ... N#CCOCO

---

Density functional theory data (ωB97M-V/def2-TZVPD) for a molecular structure, C6H10N4.

Each line ends with the natural charge from an NBO analysis.
Cartesian coordinates (Å):
C  -0.9449  -2.3416  -1.6794  0.1517
C  -0.1928  -2.3367  0.2040  0.1906
C  1.1147  2.2156  0.4282  -0.4173
C  1.9598  1.3953  -0.4433  -0.4013
C  0.5883  0.9740  -0.2080  -0.1262
C  -1.7643  0.3867  1.5295  -0.4368
N  -0.5746  -3.1688  -0.7290  -0.4779
N  -0.6926  -1.0638  -1.4872  -0.3261
N  -0.2172  -1.0790  -0.2350  -0.0578
N  0.2445  -0.1398  0.5148  -0.1583
H  -1.2186  -2.5920  -2.6637  0.1923
H  0.1554  -2.6718  1.2648  0.2227
H  1.3297  2.3354  1.4259  0.2216
H  0.8746  3.1034  -0.1448  0.2140
H  2.1098  1.8421  -1.4222  0.2179
H  2.8998  0.7850  -0.0876  0.2303
H  -0.2051  1.1602  -0.8987  0.2168
H  -2.2409  -0.1722  0.7273  0.1839
H  -1.2596  -0.0617  2.2885  0.1812
H  -1.9660  1.4297  1.6159  0.1785

Calculated values
Energy relative to the best compared isomer or geometry (same formula, charge and spin) ... 142.0 kcal per mole
Charge ... 0
Highest occupied orbital energy (spin up / spin down) ... -8.34 / -8.46 eV

---

Density functional theory data (ωB97M-V/def2-TZVPD) for a molecular structure, C18H18CoN5O2Se.

Each line ends with the natural charge from an NBO analysis.
Cartesian coordinates (Å):
Co  -0.2408  0.2456  0.3340  1.3862
O  0.8471  -2.1883  -4.4151  -0.6634
C  -0.3500  -1.6170  -4.5933  0.3760
C  -0.9483  -1.7900  -5.8456  -0.2754
C  -2.1742  -1.2297  -6.1162  -0.1405
C  -2.8580  -0.4908  -5.1451  -0.2642
C  -2.2833  -0.3261  -3.9096  -0.1468
C  -1.0221  -0.8682  -3.6069  -0.2140
C  -0.4718  -0.6429  -2.2718  0.6176
O  -1.1634  0.0135  -1.4079  -0.8190
N  0.7484  -1.1431  -2.0100  -0.4786
N  1.0855  -0.8572  -0.7391  -0.3439
C  2.1415  -1.2668  -0.1608  0.0474
C  2.2531  -0.8872  1.2678  0.1663
C  3.3603  -1.1954  2.0330  -0.2192
C  3.3615  -0.8487  3.3791  -0.1180
C  2.2558  -0.2128  3.9144  -0.2475
C  1.1911  0.0836  3.0764  0.0758
N  1.1896  -0.2315  1.7829  -0.5660
H  1.1618  -1.9725  -3.5114  0.5068
H  -0.4168  -2.3733  -6.5847  0.2354
H  -2.6156  -1.3696  -7.0946  0.2233
H  -3.8277  -0.0658  -5.3620  0.2217
H  -2.8045  0.2112  -3.1298  0.2169
H  2.8872  -1.8814  -0.6550  0.2165
H  4.2005  -1.7035  1.5803  0.2418
H  4.2188  -1.0745  3.9987  0.2413
H  2.2067  0.0527  4.9601  0.2453
H  0.3112  0.6005  3.4384  0.2249
C  -2.5145  3.1010  -1.5881  -0.4164
N  -1.2970  3.6734  -1.0149  -0.3278
C  -0.5013  4.6301  -1.6056  -0.0434
C  0.5194  4.8758  -0.7560  -0.0635
N  0.3327  4.0634  0.3432  -0.3352
C  1.2063  4.0012  1.5080  -0.4046
C  -0.7797  3.3306  0.1737  0.2584
Se  -1.5101  2.0789  1.3656  -0.3078
H  -2.6835  3.5683  -2.5536  0.2257
H  -3.3556  3.2975  -0.9277  0.2332
H  -2.3858  2.0266  -1.7042  0.2533
H  -0.7307  5.0477  -2.5690  0.2485
H  1.3530  5.5499  -0.8331  0.2476
H  1.9131  4.8234  1.4470  0.2293
H  1.7467  3.0548  1.5242  0.2168
H  0.6128  4.0915  2.4140  0.2390

Calculated values
2S+1 ... 4
⟨S²⟩ ... 3.7587
Charge ... +1
Highest occupied orbital energy (spin up / spin down) ... -10.61 / -10.60 eV

---

Density functional theory data (ωB97M-V/def2-TZVPD) for 3 unconnected molecules or ions with the total composition C6H16O2.

Each line ends with the natural charge from an NBO analysis.
Cartesian coordinates (Å):
C  2.7986  0.5526  1.7211  -0.6179
C  1.9818  1.5086  0.8270  -0.3863
C  1.3797  0.7860  -0.3991  -0.4293
C  0.0264  0.0719  -0.1081  0.0551
C  -0.1196  -1.1518  0.3725  -0.4342
C  -1.1274  1.0497  -0.0081  -0.6518
H  2.5637  -0.4605  1.6015  0.2104
H  2.7264  0.9113  2.7565  0.2124
H  3.8152  0.5081  1.2719  0.2053
H  1.2068  1.9600  1.4606  0.1984
H  2.5585  2.2155  0.2846  0.2060
H  1.1834  1.5653  -1.1192  0.2011
H  2.0472  0.0931  -0.8781  0.2113
H  -1.1289  -1.4536  0.7029  0.1747
H  0.6902  -1.8697  0.2708  0.2044
H  -1.2543  1.6102  -0.9402  0.2144
H  -2.0856  0.5910  0.0473  0.2059
H  -0.9384  1.6896  0.9025  0.2126
H  -1.9417  -3.4563  -1.1929  0.4521
H  -2.1853  -2.1886  -1.9011  0.4831
O  -1.9518  -3.1090  -2.1085  -0.9412
H  -3.8211  0.0979  -1.6736  0.5032
H  -3.2006  -0.9222  -0.4883  0.4919
O  -3.2233  -0.5991  -1.4020  -0.9816

Calculated values
Energy relative to the best compared isomer or geometry (same formula, charge and spin) ... 37.5 kcal per mole
Charge ... 0
Highest occupied orbital energy ... -9.42 eV
SMILES ... C=C(C)CCC.O.O

---

Density functional theory data (ωB97M-V/def2-TZVPD) for 6 unconnected molecules or ions with the total composition C66H68O25.

Each line ends with the Löwdin charge.
Cartesian coordinates (Å):
C  0.6197  -4.5958  2.3517  -0.0003
C  -0.4499  -4.8163  1.4709  -0.1364
C  -1.5814  -3.8153  1.2363  -0.1414
C  -1.1921  -2.7286  0.2338  -0.1286
C  -1.0670  -3.1291  -1.0925  0.0209
C  -0.7070  -2.2498  -2.0799  -0.1307
C  -0.6190  -2.7992  -3.4931  -0.0629
C  -2.0992  -2.9192  -3.9560  -0.3037
C  -2.2730  -2.9514  -5.5070  0.0296
O  -2.6167  -1.7825  -4.5546  -0.1153
C  -0.4619  -0.9075  -1.7581  -0.0909
C  -0.0474  0.0206  -2.8857  -0.1116
C  1.4329  -0.1248  -3.3135  -0.1677
C  2.4448  -0.2096  -2.1562  -0.1778
C  3.1760  1.1012  -1.8286  -0.2009
C  4.5508  0.8221  -1.1604  -0.2006
C  4.9964  2.0937  -0.3781  -0.2028
C  4.9080  1.9324  1.1508  -0.1996
C  3.5674  1.3380  1.6276  -0.1903
C  3.4982  1.4757  3.1681  -0.1852
C  4.4476  0.4860  3.8985  -0.2280
O  4.5650  -0.7727  3.2508  -0.1919
C  3.3936  -1.5466  3.4111  -0.1119
C  -0.5948  -0.4583  -0.4592  -0.0200
C  -0.9476  -1.4088  0.5292  -0.0230
C  -1.0535  -0.9347  1.9583  -0.2363
O  -0.8715  -1.6684  2.9189  0.0874
C  -1.3682  0.5145  2.2329  -0.0885
C  -1.9415  0.8994  3.4271  0.0317
C  -2.1983  2.2463  3.6005  -0.2251
C  -2.8016  2.7515  4.9013  -0.1557
C  -4.3252  2.4991  4.9902  -0.1703
C  -5.1195  3.0476  3.7832  -0.1438
C  -6.3582  2.1450  3.4945  -0.2211
O  -6.4537  1.7567  2.1310  -0.2014
C  -5.5050  0.7545  1.7961  -0.1017
C  -1.9164  3.1591  2.5934  -0.0252
C  -1.3437  2.7696  1.4054  0.0095
C  -1.0569  1.4275  1.2456  -0.0888
C  -0.3905  0.9641  -0.0370  -0.2272
O  0.2652  1.7881  -0.6565  0.0904
H  1.4628  -3.9956  1.9959  0.0549
H  0.5732  -5.0245  3.3565  0.0546
H  -0.5060  -5.7746  0.9332  0.0948
H  -2.3848  -4.4007  0.7654  0.1126
H  -1.9793  -3.4370  2.1736  0.1058
H  -1.2468  -4.1843  -1.3354  0.1059
H  -0.1791  -2.1068  -4.2067  0.0991
H  -0.2230  -3.8166  -3.5359  0.1175
H  -2.7681  -3.5562  -3.3741  0.1453
H  -1.6681  -2.3025  -6.1320  0.1106
H  -3.3210  -3.1817  -5.6872  0.0971
H  -0.2739  1.0725  -2.7084  0.1125
H  -0.6560  -0.2598  -3.7582  0.1041
H  1.6779  0.7579  -3.9130  0.0904
H  1.5911  -0.9718  -3.9915  0.0897
H  2.0363  -0.6087  -1.2180  0.1129
H  3.2238  -0.9237  -2.4712  0.0930
H  3.3861  1.7249  -2.7081  0.1173
H  2.6271  1.7019  -1.0953  0.0785
H  4.4939  -0.0289  -0.4714  0.1036
H  5.3039  0.5763  -1.9220  0.0975
H  5.9949  2.4100  -0.7097  0.1024
H  4.3273  2.9269  -0.6412  0.1046
H  4.9577  2.9409  1.5931  0.1092
H  5.7809  1.3963  1.5461  0.1167
H  3.4569  0.2863  1.3522  0.0900
H  2.7208  1.9308  1.2524  0.1134
H  3.8297  2.4821  3.4556  0.1085
H  2.4879  1.3115  3.5565  0.0845
H  5.4401  0.9111  4.0782  0.1235
H  4.0045  0.3092  4.8945  0.0898
H  2.6203  -1.2497  2.6827  0.0776
H  3.6563  -2.5937  3.2231  0.0884
H  2.9504  -1.4676  4.4153  0.0929
H  -2.1378  0.1334  4.1734  0.1393
H  -2.5157  3.8004  5.0547  0.1191
H  -2.3135  2.1841  5.7035  0.0903
H  -4.7004  3.0289  5.8759  0.1145
H  -4.4603  1.4187  5.1164  0.1078
H  -5.4826  4.0641  3.9743  0.1074
H  -4.5423  3.0572  2.8530  0.0954
H  -7.2836  2.6856  3.7559  0.0972
H  -6.3537  1.2256  4.1022  0.1111
H  -5.9022  0.2340  0.9158  0.0895
H  -4.5581  1.2227  1.4873  0.0800
H  -5.3628  0.0195  2.6004  0.0920
H  -2.1603  4.2074  2.7555  0.1246
H  -1.1113  3.4756  0.6138  0.1264
C  -8.5665  5.1753  2.0507  0.0815
C  -8.5960  6.1830  1.1686  -0.2329
C  -8.7150  7.6132  1.6092  -0.3148
O  -8.7177  8.4857  0.7619  0.1114
C  -8.8262  7.8863  3.0356  0.0751
C  -8.8000  6.8790  3.9163  -0.2355
C  -8.6545  5.4522  3.4761  -0.3104
O  -8.6184  4.5808  4.3264  0.0946
O  -8.9004  7.0792  5.2305  0.1128
O  -8.5206  5.9807  -0.1449  0.1185
H  -8.4778  4.1409  1.7456  0.1366
H  -8.9285  8.9183  3.3402  0.1362
H  -8.8526  6.1935  5.6381  0.1193
H  -8.5615  6.8665  -0.5532  0.1207
C  -0.0382  3.3327  7.3433  0.0751
C  0.6449  2.5026  6.5436  -0.2139
C  2.1353  2.6004  6.3997  -0.2763
O  2.7040  1.8048  5.6755  0.0698
C  2.8309  3.6477  7.1345  0.0852
C  2.1469  4.4794  7.9297  -0.2352
C  0.6605  4.3647  8.0957  -0.3135
O  0.0970  5.1380  8.8472  0.1119
O  2.7396  5.4530  8.6194  0.1153
O  0.0474  1.5450  5.8339  0.1064
H  -1.1107  3.2723  7.4594  0.1271
H  3.9022  3.7182  7.0090  0.1384
H  2.0261  5.9024  9.1113  0.1208
H  0.7626  1.0935  5.3450  0.1224
C  3.3399  2.9830  -8.1639  0.0754
C  3.0545  1.8830  -7.4557  -0.2319
C  1.6910  1.6531  -6.8748  -0.3066
O  1.4935  0.6237  -6.2580  0.0971
C  0.6749  2.6756  -7.0738  0.0797
C  0.9610  3.7773  -7.7789  -0.2359
C  2.3173  3.9957  -8.3841  -0.3159
O  2.5100  5.0088  -9.0295  0.1094
O  0.0659  4.7416  -7.9867  0.1142
O  3.9566  0.9295  -7.2243  0.1141
H  4.3177  3.1593  -8.5896  0.1361
H  -0.2984  2.5056  -6.6349  0.1373
H  0.5236  5.4176  -8.5222  0.1204
H  3.4979  0.2489  -6.6927  0.1155
C  -0.6820  -8.3690  -3.1026  0.0766
C  0.0508  -9.4905  -3.1058  -0.2342
C  1.3562  -9.5810  -2.3697  -0.3147
O  1.9661  -10.6324  -2.3953  0.1139
C  1.8300  -8.3992  -1.6637  0.0783
C  1.0992  -7.2771  -1.6632  -0.2293
C  -0.2195  -7.1977  -2.3778  -0.3016
O  -0.8496  -6.1550  -2.3277  0.0817
O  1.4994  -6.1732  -1.0318  0.1046
O  -0.3305  -10.5861  -3.7560  0.1184
H  -1.6241  -8.2925  -3.6269  0.1366
H  2.7794  -8.4704  -1.1519  0.1381
H  0.8025  -5.5047  -1.1773  0.0951
H  0.3703  -11.2476  -3.5970  0.1224
C  4.2756  -4.4384  -5.4002  0.0749
C  4.9837  -5.5726  -5.3299  -0.2364
C  6.2564  -5.6597  -4.5386  -0.3156
O  6.8437  -6.7243  -4.4990  0.1113
C  6.7270  -4.4614  -3.8599  0.0775
C  6.0207  -3.3257  -3.9322  -0.2313
C  4.7350  -3.2469  -4.7023  -0.3088
O  4.1284  -2.1918  -4.7159  0.0994
O  6.4130  -2.2058  -3.3283  0.1147
O  4.6052  -6.6877  -5.9523  0.1130
H  3.3568  -4.3640  -5.9649  0.1353
H  7.6530  -4.5318  -3.3069  0.1374
H  5.7309  -1.5370  -3.5311  0.1087
H  5.2861  -7.3545  -5.7386  0.1209

Calculated values
Charge ... 0
Highest occupied orbital energy ... -6.63 eV
SMILES ... C=CCc1cc(C[C@@H]2CO2)c(CCCCCCCCCCOC)c2c1C(=O)c1cc(CCCCOC)ccc1C2=O.O=C1C=C(O)C(=O)C=C1O.O=C1C=C(O)C(=O)C=C1O.O=C1C=C(O)C(=O)C=C1O.O=C1C=C(O)C(=O)C=C1O.O=C1C=C(O)C(=O)C=C1O

---

Density functional theory data (ωB97M-V/def2-TZVPD) for C6H12O in the gas phase.

Each line ends with the natural charge from an NBO analysis.
Cartesian coordinates (Å):
C  -0.5107  -2.5478  1.1773  -0.2346
O  -0.4191  -1.1727  1.1214  -0.5555
C  -0.9619  -0.5176  0.0310  -0.0814
C  0.1546  0.7106  -0.2814  -0.0320
C  0.5768  1.3344  1.0174  -0.6087
C  1.1442  0.7287  -1.4420  -0.4331
C  -0.0839  1.5947  -1.4749  -0.4386
H  -0.0808  -2.8777  0.2334  0.1619
H  -1.5658  -2.7957  1.1127  0.1572
H  -0.1148  -3.1194  2.0253  0.1981
H  -0.7195  -0.8360  -0.9855  0.1941
H  -1.9165  -0.0635  0.3359  0.1903
H  1.0840  0.6060  1.6596  0.2254
H  -0.3040  1.7028  1.5586  0.2044
H  1.2570  2.1729  0.8496  0.1995
H  1.1886  -0.1222  -2.1169  0.2095
H  2.1097  1.2230  -1.2994  0.2189
H  -0.8769  1.3102  -2.1649  0.2100
H  0.0390  2.6695  -1.3573  0.2145

Calculated values
Energy relative to the best compared isomer or geometry (same formula, charge and spin) ... 68.1 kcal per mole
Charge ... 0
Highest occupied orbital energy ... -9.49 eV
SMILES ... COCC1(C)CC1